C84H210N14O28 | ωB97M-V/def2-TZVPD

E_HOMO, eV: -8.15
2S+1: 1
LUMO energy, eV: 0.250
Kohn-Sham gap, eV: 8.400
Energy above the lowest of the compared OMol25 structures with the same formula, charge and spin, kcal/mol: 336.17
Max |F|, hartree/bohr: 0.07438
Electronic energy, eV: -168672.4073

Last column: Mulliken charge in e.
Cartesian coordinates (Å):
1 O 9.924628 1.366741 1.079233  -0.22
2 O -2.667962 -5.378149 6.470463  -0.27
3 O 9.781588 2.524751 10.230833  -0.22
4 O 5.935228 4.126361 1.837273  -0.40
5 O -7.638482 -0.717629 -0.137327  -0.27
6 O 4.511788 -3.516589 3.872753  -0.30
7 O -2.337562 -2.745089 -4.024137  0.24
8 O -0.305092 5.534651 2.451263  -0.50
9 O 3.789818 -4.403339 0.081263  -0.12
10 O -4.707922 -1.445729 4.868723  -0.47
11 O 8.764828 2.875171 5.198073  -0.30
12 O 4.716958 10.097901 -5.564327  -0.34
13 O -8.795432 3.050621 -8.942237  -0.20
14 O 3.641018 1.005611 -1.613717  0.22
15 O -6.462852 2.486691 -3.839997  0.06
16 O 3.009358 1.735481 -7.840037  -0.33
17 O -0.261962 1.432811 7.373673  -0.40
18 O -6.358932 -4.019609 1.544593  0.04
19 O 2.080768 6.601051 -3.021097  -0.43
20 O -6.000322 -8.710579 3.719863  -0.26
21 O 2.239118 -1.050599 -4.777427  -0.19
22 O -12.069922 -3.817909 1.792583  -0.44
23 O -6.225882 0.252241 -7.947057  -0.38
24 O 5.012288 2.564441 8.125633  -0.41
25 O -2.900092 4.486051 -6.687167  -0.43
26 O -2.059532 -0.310179 -0.576447  -0.42
27 O -3.990632 -7.077219 -2.161937  -0.14
28 O 1.632478 -0.557919 3.037803  -0.41
29 N -5.030942 0.089311 -2.461707  0.32
30 N -5.827302 4.684121 -7.434147  -0.34
31 N 0.838128 -0.117139 -7.179537  -0.37
32 N -2.827062 -0.757369 -6.939907  0.38
33 N 3.270738 5.631611 2.460503  -0.31
34 N -0.114312 -1.871399 1.085793  0.50
35 N 10.835268 2.339961 7.188333  -0.29
36 N -2.196802 -2.492609 5.823323  -0.03
37 N -8.985232 -4.938639 2.440593  0.05
38 N 6.723598 -0.212479 -0.177567  -0.43
39 N 5.477188 -2.703669 1.343473  0.53
40 N -4.824852 -7.787639 1.098293  0.14
41 N 2.603848 -0.048089 7.171983  0.04
42 N 4.815308 7.891061 -3.566887  -0.31
43 C 1.466268 -1.964539 2.915033  0.53
44 C 8.023708 2.566321 4.053473  -0.91
45 C -7.726082 -0.084299 -7.822277  -0.56
46 C 6.259378 -3.322989 2.383363  -0.88
47 C 6.397418 2.585721 8.149233  -0.78
48 C 3.062198 1.373291 7.385323  -0.16
49 C 5.540338 4.416341 0.477403  -0.70
50 C 10.243678 3.039341 5.026453  -0.61
51 C 7.772048 0.345111 0.751913  -0.32
52 C -3.468422 5.062941 -7.921277  -0.87
53 C -1.130992 0.261101 -1.528297  -0.58
54 C -4.766862 4.398291 -8.356007  0.23
55 C -7.885672 4.097241 -8.789767  -0.57
56 C -6.468952 0.003441 -2.241307  -0.19
57 C -11.580652 -5.055479 2.238513  -0.64
58 C -4.764152 -9.117199 1.642473  -0.70
59 C 4.005958 -3.352229 5.192723  -1.22
60 C 0.930798 5.109791 2.925523  -0.79
61 C -5.699752 -0.729229 4.195283  -0.68
62 C 10.995738 1.944521 9.694113  -0.80
63 C -9.774772 3.180051 -9.950367  -0.87
64 C -2.729592 -2.025199 -6.238187  -0.99
65 C -7.336392 3.597361 -3.790027  -1.09
66 C -4.433892 1.221311 -3.127307  0.55
67 C -2.045242 -1.797349 -0.485497  0.37
68 C -7.804852 -4.673239 3.177733  -1.24
69 C 5.759728 -2.900129 3.802723  -0.71
70 C 3.294488 6.506531 -2.252637  0.17
71 C -0.637582 -2.314049 -0.205087  -1.12
72 C 3.607218 1.474971 -2.953567  -0.59
73 C 4.068748 4.754871 3.269403  -1.33
74 C 2.088378 4.933131 1.908153  0.32
75 C 0.382298 0.171241 -5.743457  0.17
76 C -5.404842 -0.546739 -7.089107  0.41
77 C 11.044698 3.328181 6.252123  -0.62
78 C 4.158768 7.806611 -2.316667  -0.77
79 C 0.724318 -1.095829 -4.898777  -0.86
80 C -4.054722 -0.517019 -7.720017  -1.07
81 C 4.024668 2.746741 -7.737107  -0.74
82 C -6.594152 -5.144099 2.351643  -0.86
83 C 5.811838 10.428601 -6.491817  -0.71
84 C -10.278942 -4.889899 3.212393  -0.64
85 C 1.075958 -2.444779 1.542963  -0.79
86 C -3.722912 -7.501449 0.156573  -0.28
87 C -6.053742 -9.389099 2.491113  -0.74
88 C -3.956512 -8.183649 -1.235477  -0.80
89 C -0.815802 4.915971 1.266783  -0.49
90 C -3.330372 -2.154239 -4.909487  0.34
91 C -0.746102 1.978801 6.199873  -0.39
92 C -7.035142 3.821561 -7.557777  -0.10
93 C 5.700678 9.021911 -3.703547  -0.70
94 C 1.344038 -0.278829 6.476693  0.58
95 C 5.561288 0.601241 -0.250667  0.94
96 C -11.220302 -3.078269 0.985853  -0.83
97 C 4.981888 10.292531 -4.205057  -0.51
98 C 2.982148 -5.495599 -0.207377  -0.89
99 C 2.961048 -0.255579 2.733143  0.70
100 C -1.159402 -3.379679 6.349663  -0.30
101 C 9.716508 2.311111 11.577103  -0.80
102 C 0.750418 1.064351 -7.978137  -0.56
103 C -2.414272 3.089501 -6.775427  -0.32
104 C -2.520252 -2.697719 4.395783  -0.24
105 C 5.274118 -4.738639 -0.041837  -0.92
106 C 8.941348 1.057841 0.001383  -0.60
107 C -7.307872 -8.526399 4.357113  -0.78
108 C 4.390518 1.240011 7.934933  -0.49
109 C 11.437038 2.789051 8.436593  -0.67
110 C 0.155898 0.062411 7.366673  -0.51
111 C 4.845478 3.642821 2.608673  0.74
112 C -1.325912 -4.917619 6.213743  -1.05
113 C -6.940342 -1.130639 -1.371577  -0.28
114 C -2.973632 -6.733129 6.584023  -0.76
115 C 10.919018 2.219681 0.601643  -0.84
116 C 4.587998 -0.017559 -1.254737  -1.08
117 C -4.487232 -7.559509 -3.410047  -0.83
118 C -3.588342 -1.641929 4.008753  -0.65
119 C 2.930258 -2.318939 -4.463897  -0.91
120 C 1.172018 5.521061 -3.007437  -0.44
121 C 1.687198 2.270291 -7.604417  -0.40
122 C -5.293312 -4.181219 0.648763  0.67
123 C -2.236662 -4.178739 -4.119757  -1.28
124 C -8.939862 -0.331029 -0.392627  -0.73
125 C 6.070268 -3.440419 0.180453  -0.80
126 C -5.248952 2.555601 -3.022827  -1.34
127 H 4.320048 2.838471 2.093843  -0.20
128 H 1.264398 0.081961 5.451223  -0.05
129 H -5.335772 0.126721 3.626983  0.34
130 H -3.834512 -9.210489 2.203873  0.38
131 H -7.981102 -5.176529 4.128383  0.63
132 H -6.882912 -0.154249 -3.237237  0.12
133 H -4.702332 3.427351 -3.382477  0.58
134 H -4.345542 -2.535039 -4.797587  0.42
135 H -7.537192 3.840821 -2.746707  0.38
136 H -6.320022 -1.217039 3.443343  0.15
137 H -9.592712 -1.057249 -0.876867  0.34
138 H 6.297658 4.047211 -0.214207  0.44
139 H 5.742378 1.614461 -0.609407  0.15
140 H 6.860468 1.685071 8.552383  0.37
141 H -3.316422 -1.113529 -4.585727  -0.55
142 H 9.239578 0.503461 -0.888467  0.38
143 H 10.391958 3.149441 0.387493  0.36
144 H 0.763658 -2.224139 3.706893  -0.24
145 H 4.862018 5.334951 3.740933  0.48
146 H 5.317788 5.471541 0.318883  0.19
147 H -4.966182 4.620011 -9.404437  0.27
148 H -1.651222 -2.118749 -6.109847  0.17
149 H 0.376368 -0.278239 8.378333  0.32
150 H 3.044258 6.224541 -1.229907  -0.04
151 H 2.293388 3.946221 1.493343  0.33
152 H -0.259812 1.453921 -7.852577  -0.13
153 H -7.629992 3.896051 -6.647447  0.12
154 H -1.390742 3.152201 -7.144967  0.18
155 H 0.176258 5.941701 -3.147517  0.28
156 H -6.152002 -1.774809 -0.982147  -0.47
157 H 3.084038 6.415971 3.068803  0.35
158 H -1.456822 -4.547979 -3.453707  0.35
159 H 6.148618 11.459401 -6.381717  0.30
160 H -0.631142 3.841891 1.285073  0.19
161 H 3.027178 0.930891 -3.698987  -0.19
162 H -7.624542 -3.670759 3.565833  0.31
163 H -7.475842 -1.879509 -1.955137  0.46
164 H -7.901812 0.120531 -6.766217  0.26
165 H 11.005128 0.881291 9.454193  0.34
166 H -8.081132 -1.012639 -8.269757  0.37
167 H 10.264658 3.823611 4.269763  0.43
168 H -5.544992 4.881751 -6.484757  0.34
169 H -6.145732 -10.447209 2.736123  0.45
170 H -5.279392 -4.987589 -0.084497  0.37
171 H 4.620018 1.790441 -3.204187  0.38
172 H -5.746332 -5.392059 2.990243  0.49
173 H -7.234222 4.218671 -9.655187  0.34
174 H 11.541368 2.485531 1.456103  0.25
175 H -0.406692 5.431291 0.397773  0.19
176 H 7.006798 2.282951 4.324953  0.11
177 H -1.202182 -5.135559 5.152943  0.33
178 H -8.840682 -4.406539 1.594383  0.13
179 H 6.109258 9.329651 -2.741027  0.31
180 H 1.475768 2.613011 -6.591527  0.11
181 H -0.657872 -3.394649 -0.063647  0.67
182 H -0.693592 0.345241 -5.726417  0.05
183 H -4.269952 1.271761 -4.203717  -0.30
184 H -1.013572 3.035441 6.208203  0.27
185 H 10.563928 2.094361 4.587653  0.35
186 H 7.271428 -2.978779 2.170353  0.52
187 H 4.311838 0.756951 8.908873  0.19
188 H -2.668972 4.996851 -8.659257  0.40
189 H -4.344222 -4.267959 1.177733  0.20
190 H 4.084938 -0.933169 -0.943797  -0.09
191 H -4.588342 3.324361 -8.301967  -0.06
192 H -8.433552 5.031501 -8.666897  0.30
193 H -7.054132 -8.205199 5.367333  0.23
194 H -4.395032 -0.337379 -1.803187  -0.01
195 H 2.326108 -2.569249 3.203303  0.02
196 H -3.484312 6.127161 -7.686147  0.34
197 H -0.081562 0.075931 -1.299147  0.34
198 H -2.649332 -2.056469 0.384003  -0.04
199 H -8.923812 0.625631 -0.914777  0.27
200 H -2.396252 -7.222739 7.368253  0.30
201 H 1.908248 -5.322489 -0.137597  0.15
202 H 1.891548 5.489081 0.991483  -0.32
203 H -10.472652 -4.157559 3.996133  0.37
204 H 1.078538 4.989771 -2.060287  0.14
205 H -4.847352 -8.803129 -1.339067  0.46
206 H 6.746378 2.888391 7.161953  0.22
207 H 7.982188 3.163621 3.142653  0.38
208 H -5.510752 -7.858369 -3.183817  0.34
209 H -1.895152 5.011821 1.148793  0.28
210 H -2.574592 2.615641 -5.806997  0.10
211 H -5.501122 -0.125239 -6.088527  -0.22
212 H 4.025218 10.417971 -3.697957  0.34
213 H -6.750672 2.789531 -7.352577  0.05
214 H 4.905448 7.740931 -1.525317  0.44
215 H 4.003488 8.012921 -4.155267  0.28
216 H 1.949088 -2.134889 0.968743  0.00
217 H 3.113128 1.970991 6.475233  -0.04
218 H -3.286752 -0.625439 3.756003  0.48
219 H 12.523798 2.706721 8.420253  0.37
220 H 3.087568 -6.360849 0.447093  0.35
221 H 6.521688 -3.059029 4.565783  0.60
222 H 8.382968 1.614021 3.663393  0.48
223 H 2.392638 1.963371 8.011103  0.23
224 H -8.332602 3.411611 -4.191477  0.32
225 H 8.582398 2.050951 -0.268747  0.16
226 H -9.240432 -0.213109 0.648453  0.17
227 H 1.374738 4.858071 -3.848547  0.14
228 H -11.844632 -2.649279 0.202093  0.40
229 H -1.329542 -0.089569 -2.541067  -0.11
230 H 12.099328 3.337551 5.976893  0.31
231 H 10.758798 4.283151 6.693023  0.41
232 H -7.010972 -9.153059 2.026263  0.39
233 H 0.957418 0.621611 -8.952427  0.48
234 H 2.587288 -2.596899 -3.467307  0.22
235 H 3.136188 2.430861 -2.724437  0.28
236 H 5.009408 2.282581 -7.791277  0.24
237 H 3.656328 -0.526449 3.527703  0.12
238 H -10.567582 2.466831 -9.724827  0.25
239 H -5.035062 -7.132329 1.837533  -0.06
240 H 1.791838 -0.449609 -7.182907  0.39
241 H -4.027362 -1.225119 -8.548237  0.16
242 H -3.853052 -1.824089 2.967193  0.25
243 H 6.228508 -4.412539 2.388103  0.19
244 H -6.924392 4.500521 -4.240177  0.33
245 H -0.674102 -0.615159 7.166453  0.17
246 H 2.696378 -0.593479 8.017023  0.34
247 H 0.058398 -2.242729 -1.040927  0.10
248 H 3.265788 -0.804699 1.842253  -0.27
249 H 3.133548 -4.005639 5.184763  0.23
250 H 2.555688 -3.044769 -5.185687  0.39
251 H -3.412992 1.358681 -2.770947  -0.15
252 H 4.633898 3.887811 0.182233  0.18
253 H -2.490952 -2.277279 -1.356767  -0.09
254 H -1.191132 1.348141 -1.581467  0.55
255 H 1.260138 5.645341 3.815933  0.42
256 H -7.961612 -7.774579 3.914973  0.26
257 H -10.848692 -2.160409 1.441423  0.29
258 H -8.406832 0.641881 -8.266497  0.00
259 H -0.151972 -3.130329 6.016463  -0.24
260 H -9.323702 2.881881 -10.896787  0.32
261 H -1.096982 -3.291599 7.434303  0.61
262 H 3.831638 3.212041 -6.770497  0.26
263 H 1.188738 -1.321789 6.200603  -0.64
264 H -2.804542 -7.142169 5.587943  0.31
265 H -4.748532 -9.811819 0.802623  0.38
266 H 9.852238 1.257541 11.821363  0.31
267 H -2.977332 -2.815139 -6.947217  0.25
268 H 3.679228 -2.368949 5.531113  0.50
269 H -2.881752 -3.715609 4.249803  0.28
270 H 8.733978 2.668551 11.885263  0.20
271 H 11.785858 1.979781 10.444163  0.56
272 H 6.520588 -0.982589 0.443573  0.16
273 H -5.710642 -1.575389 -6.898157  0.41
274 H -3.783002 0.496381 -8.015467  0.29
275 H -3.184162 -4.642519 -3.845447  0.38
276 H -11.400682 -5.671299 1.357333  0.36
277 H -2.060662 -0.703979 -7.595557  0.15
278 H -12.330712 -5.538629 2.864663  0.37
279 H 5.717848 11.081751 -4.051457  0.35
280 H -10.353962 -5.802069 3.804353  0.39
281 H 1.095518 -3.525539 1.683253  0.31
282 H -3.042732 -2.705469 6.332433  0.36
283 H -1.924322 -4.665489 -5.043667  0.40
284 H 3.151218 0.802591 2.553653  -0.44
285 H -4.356612 -6.794389 -4.175307  0.20
286 H 6.046018 -2.860129 -0.741917  0.35
287 H 7.330588 0.992171 1.509883  0.12
288 H -1.643302 1.458371 5.864783  0.23
289 H 5.189088 2.981241 3.403883  0.03
290 H -1.626242 -2.715279 3.772453  0.17
291 H 0.054408 1.920391 5.462403  0.08
292 H 6.844328 3.206541 8.925733  0.42
293 H -3.833662 -6.417209 0.140503  -0.04
294 H -5.596202 2.798911 -2.018677  0.44
295 H -0.605862 -5.440669 6.843063  0.55
296 H -0.126402 -0.862509 1.040033  0.18
297 H -7.872802 -9.453859 4.450753  0.38
298 H 3.596968 8.700311 -2.045007  0.33
299 H -2.942412 2.536181 -7.551967  0.27
300 H -10.521782 -3.676399 0.400703  0.36
301 H 3.507428 4.261191 4.062693  0.45
302 H 5.660308 -5.597569 0.506973  0.47
303 H 6.603408 8.879191 -4.297517  0.38
304 H 5.645898 -1.833909 3.998443  0.16
305 H 0.630318 4.125081 3.283513  0.41
306 H 10.494148 3.013961 11.876083  0.37
307 H 7.122268 -3.681299 0.333283  0.53
308 H -5.343402 -3.298429 0.011363  -1.04
309 H 5.399838 -5.066009 -1.073887  0.55
310 H 3.853688 5.771231 -2.831197  0.28
311 H 3.831578 3.509511 -8.491427  0.32
312 H -10.313582 4.125441 -10.013807  0.34
313 H 5.066668 0.657191 0.719033  -0.15
314 H 4.013418 -2.244839 -4.367137  0.24
315 H -6.313522 -0.323629 4.999563  0.35
316 H 0.101258 -1.225929 -4.013917  0.12
317 H -2.740012 -7.687749 0.589363  0.35
318 H 11.268168 3.789571 8.834773  0.36
319 H 4.512848 -3.001349 1.382603  0.04
320 H 8.191868 -0.481799 1.324693  0.35
321 H 4.909538 0.546511 7.273303  0.41
322 H 0.550698 -1.938649 -5.567797  0.54
323 H -6.660832 -6.022989 1.710403  0.45
324 H 5.190958 -0.462569 -2.046247  0.39
325 H -3.832292 -8.390289 -3.672657  0.33
326 H 0.884988 1.028551 -5.295787  0.29
327 H 1.478408 3.085911 -8.296717  0.65
328 H 11.429908 1.859311 -0.291227  0.29
329 H -6.787392 0.968511 -1.847197  0.27
330 H -4.021482 -6.915809 6.822233  0.22
331 H -3.179402 -8.877129 -1.556867  0.44
332 H 3.118278 -5.873619 -1.220627  0.34
333 H 5.532258 10.311651 -7.538847  0.26
334 H 6.711608 9.850581 -6.281117  0.29
335 H 4.703408 -3.784649 5.910133  0.50
336 H 9.828348 2.274091 7.145003  0.21

Forces on the atoms, in the same order (eV/Å):
-0.89 -2.03 -1.67
-0.40 2.29 1.25
0.65 -1.46 -3.47
-0.60 -0.31 -0.94
1.87 -1.58 -2.43
0.09 0.40 1.67
-0.58 -1.34 -0.39
-1.54 1.87 -0.81
2.39 -0.44 0.50
0.67 -1.49 -0.68
1.21 1.14 1.46
0.33 0.77 -2.55
-0.65 -0.42 0.34
0.06 -1.85 0.21
0.35 -0.76 -0.54
-0.22 0.73 0.32
0.48 -0.03 2.07
0.40 -0.25 -0.81
-0.08 1.26 0.47
-1.14 1.11 0.80
-0.63 -0.36 0.57
-0.80 -0.27 0.79
-2.83 -1.39 -0.80
-1.69 -1.39 0.04
-0.60 -1.01 -0.40
0.39 -0.71 -0.45
-0.14 -0.49 0.03
0.19 -0.29 -0.10
0.94 -0.69 -0.37
-2.04 0.73 -0.69
-1.06 0.36 2.83
-1.13 0.17 1.37
1.06 -1.28 -0.75
-2.45 0.81 -1.14
0.02 -1.07 1.92
0.90 -0.69 -0.27
-1.41 0.48 0.25
2.57 -0.09 1.64
1.58 -0.85 -1.37
-0.11 -0.81 -0.85
0.70 1.13 -1.56
-0.05 -0.30 -1.07
-0.86 -0.32 1.39
0.19 -2.22 -0.59
1.69 1.48 0.67
-0.07 1.72 2.77
1.13 -0.27 0.36
-2.34 -0.62 -0.67
-0.07 -0.29 0.25
-2.27 -0.33 -2.27
0.61 0.20 -1.27
1.52 -0.68 1.04
-0.26 -0.50 0.05
0.93 -0.36 1.02
0.46 0.21 0.26
0.76 0.48 -0.83
1.89 1.00 1.42
-1.68 0.30 0.37
-0.98 -1.66 -0.11
-0.39 -3.19 -0.60
-0.74 1.13 0.51
0.30 1.18 -1.05
0.03 -0.76 0.06
1.42 -0.62 -2.81
0.48 0.14 1.22
-0.99 2.03 0.03
1.04 1.27 0.30
0.45 -1.87 1.48
1.05 0.65 -2.01
-0.26 0.27 -1.17
0.22 -1.50 0.74
0.24 1.73 1.49
0.78 -0.65 0.48
-0.13 2.87 0.18
1.20 -1.95 -0.47
-0.75 0.55 0.83
-0.02 1.67 -1.77
-0.55 -1.13 1.89
2.07 0.38 -1.83
2.16 0.46 -0.08
-1.52 -0.35 0.57
-0.08 0.57 0.93
-0.34 0.04 1.33
-0.84 -1.51 -2.49
1.67 0.75 0.98
-1.67 0.21 0.96
0.55 -0.79 0.16
0.68 1.75 0.23
0.52 0.24 0.40
1.13 1.33 1.72
0.18 -0.55 -1.39
1.00 0.19 1.67
-0.39 1.55 0.88
-0.58 -0.25 0.78
-1.45 -0.32 -0.34
-0.84 0.84 -1.53
1.59 -1.46 -0.28
-0.69 -1.30 -0.42
1.03 0.30 -0.41
-0.64 -1.01 1.33
-0.22 0.89 0.59
0.23 0.75 0.21
-0.72 1.99 -0.91
-0.82 0.51 1.34
-1.31 0.64 -1.34
-1.07 0.95 2.92
1.43 -0.23 0.29
2.17 1.13 1.26
-0.59 -2.02 2.63
-0.96 -0.05 -0.73
0.36 -0.58 -0.01
-1.27 -0.48 -1.54
0.37 -0.67 1.93
0.71 -0.17 -0.71
-0.80 1.11 0.59
-0.09 0.35 -0.36
0.86 0.17 1.03
0.52 0.50 -1.67
-2.43 1.09 0.50
-0.15 0.53 -0.12
0.25 -2.26 -1.55
0.28 0.92 -0.55
-0.12 -0.02 0.52
-0.21 0.81 1.41
-1.82 -0.06 -0.93
-1.15 0.36 0.06
-0.78 0.54 -0.91
0.43 1.03 0.20
0.66 0.32 0.16
-0.02 -0.62 0.53
0.72 -0.78 0.18
-0.47 0.43 -0.02
0.55 -0.11 -0.04
0.14 -0.45 -0.03
0.05 0.21 0.38
0.07 -0.98 0.22
0.19 -0.25 -0.26
0.34 0.28 0.16
0.36 0.00 0.05
-0.17 -0.92 -0.85
-0.55 0.07 0.50
0.66 -0.14 0.32
0.26 0.50 -0.64
-0.68 -0.04 -0.25
-0.10 0.20 0.22
0.32 0.12 0.17
-0.31 0.35 0.06
0.05 -0.29 0.34
0.39 0.83 0.33
0.23 -0.13 0.12
0.21 -0.23 0.88
-0.28 -0.14 -0.60
-0.33 0.98 -0.01
0.30 -0.22 0.58
0.00 0.14 -0.27
0.60 0.54 -0.01
-0.77 0.15 -0.48
-0.16 0.47 0.54
-0.36 0.34 0.25
0.37 -0.15 -0.24
0.39 -0.48 0.17
0.07 0.66 -0.68
-0.93 0.30 0.05
-0.32 -1.04 0.25
-1.02 -0.23 -0.16
0.83 -0.52 0.55
0.78 0.13 0.00
0.12 -0.34 -0.22
0.29 -0.48 -0.21
-0.89 -0.69 0.27
0.18 -0.52 -0.79
0.45 0.45 0.43
0.05 -0.12 -0.35
0.52 -0.43 -0.26
0.33 -0.42 -0.24
-0.06 0.61 0.48
0.73 -0.49 -0.21
-1.33 0.28 -0.21
-0.03 -0.44 0.51
0.47 -0.01 0.25
-0.65 -0.42 -0.32
-0.08 -0.04 -0.23
-0.33 -1.42 -0.70
0.18 0.05 1.03
0.28 -0.08 -0.14
0.22 -0.18 0.64
0.28 -0.10 0.31
-0.18 -0.33 -0.55
0.28 0.30 0.18
-0.48 0.20 0.84
0.24 -0.44 -0.45
0.05 0.30 0.10
-0.11 0.06 -0.03
-0.40 0.16 0.24
0.71 0.52 -0.03
-0.72 -0.01 0.04
0.07 -0.39 0.20
-0.12 0.38 0.02
-0.53 0.13 -0.18
0.33 -0.21 -0.10
0.06 1.01 0.11
-0.64 0.21 -0.07
0.30 1.00 -0.54
0.60 -0.20 0.19
-0.61 0.39 0.56
0.59 -0.26 0.09
0.34 1.14 0.50
-0.20 -0.17 -0.89
-0.05 0.37 0.75
0.35 0.09 -0.13
0.64 0.44 0.32
0.13 0.34 0.06
0.20 -0.65 -1.35
0.12 -0.34 0.18
0.37 -0.02 -1.24
0.31 -0.47 -0.84
-0.08 -0.54 -0.54
1.46 0.34 0.92
0.12 -0.21 -0.62
0.64 -0.04 0.38
-0.15 -1.49 0.43
0.40 -0.40 -0.22
-0.13 -0.15 0.39
0.35 -0.57 -0.49
-0.11 0.06 -0.63
-1.07 0.50 -0.22
0.08 -0.39 0.14
-0.35 0.02 -0.26
-0.06 -0.30 -0.12
0.14 0.39 -0.31
0.13 0.70 -0.35
0.29 0.39 -0.85
-0.11 1.18 -0.61
-0.06 -0.41 0.13
-0.47 0.27 -0.86
-0.19 0.13 -0.10
-0.03 -0.29 0.34
0.16 -0.26 0.06
0.69 0.30 -0.23
0.22 -0.02 0.35
-0.45 0.17 -0.52
-0.96 -1.15 -0.19
0.05 -0.22 -0.07
0.19 0.04 -0.28
-0.56 0.25 -0.79
-0.29 0.16 0.06
0.17 0.71 -0.33
0.26 0.11 -0.18
-0.24 0.10 0.36
0.54 -0.31 -0.04
-0.14 0.22 0.50
-0.20 -0.23 0.28
0.16 0.25 -0.37
-0.62 0.02 0.52
-0.32 0.56 -0.37
0.30 0.12 -0.53
0.80 -0.47 0.55
1.00 0.69 -0.61
-0.05 0.06 -0.49
-0.17 0.34 -0.35
-0.24 0.80 0.20
0.69 0.30 0.23
0.53 -0.60 0.61
0.18 -0.85 0.06
0.02 -0.28 0.07
0.18 0.04 0.47
-0.37 -0.61 -0.03
0.34 0.47 -0.49
-0.72 -0.14 -0.07
0.07 -0.13 0.38
0.13 0.60 0.29
-1.08 -0.71 -0.67
-0.51 -0.33 -0.73
-1.00 0.09 -0.85
-0.12 -0.01 0.21
0.51 -0.36 0.16
0.13 0.05 0.06
-0.27 0.26 -0.21
-0.43 0.72 0.09
0.59 -0.45 -0.04
-0.49 -0.22 -0.68
-0.18 0.16 0.17
-0.13 0.84 -0.86
-0.59 0.15 -0.08
-0.42 0.08 0.17
-0.27 0.23 0.05
-0.01 0.43 -0.08
-0.04 -0.28 -0.30
0.84 0.57 0.49
0.06 0.94 -0.10
-0.19 -0.14 -0.64
-0.69 1.14 -0.12
0.58 -0.02 -1.15
0.20 -0.13 0.41
0.17 -0.03 -0.05
0.49 0.19 0.67
0.15 -0.28 -0.22
-0.58 0.17 -0.05
-0.30 -0.10 0.18
0.54 -0.02 0.50
-0.37 -0.05 0.45
-0.79 0.08 0.90
-0.26 -0.52 -0.40
-0.25 0.62 -0.92
0.80 -0.68 0.58
0.16 -0.49 1.74
-0.10 0.04 0.14
0.54 0.19 0.25
0.00 0.12 -0.28
0.62 -0.47 0.79
0.44 0.04 -0.28
0.55 0.50 0.08
-0.18 0.36 0.31
-0.14 0.54 -0.72
-0.35 -0.03 -0.23
0.65 0.16 0.49
0.25 -0.45 -0.06
-0.53 0.65 -0.86
-0.27 0.02 0.20
0.21 -0.17 -0.15
0.75 0.39 -0.07
-0.31 -0.27 0.10
-1.09 -0.17 0.06
0.12 0.82 -0.84
-0.37 -0.44 -0.46
0.10 0.11 0.02
0.05 0.23 -0.10
0.31 -0.09 0.17
-0.64 -0.14 0.09
-0.07 0.63 0.00
0.63 0.10 0.23
0.31 0.05 -0.31
-0.47 -0.36 0.35
-0.11 -0.45 -0.05
0.18 0.16 0.14
-0.40 -0.55 1.36